Here is a 3-piece molecular cluster, C31H64FN4O8 overall from the Open Molecules 2025 dataset. Energies are from wB97M-V/def2-TZVPD.

Output
Kohn-Sham gap (eV): 9.5
2S+1: 1
E_HOMO (eV): -12.00
Total charge: +1
LUMO (eV): -2.49

The geometry in XYZ format:
```
108
Properties=species:S:1:pos:R:3:forces:R:3:lowdin_charge:R:1
C -5.79576 4.01015 8.21918 0.0068 0.0588 0.0262 -0.1055
C -4.34114 3.53835 8.04043 -0.0189 -0.1046 0.0098 -0.2533
C -3.95924 3.18566 6.59232 0.0746 -0.1183 0.0286 -0.2240
C -2.51820 3.54910 6.21580 0.0528 -0.1178 0.0380 -0.2199
C -2.30339 3.78943 4.72059 -0.0965 0.0684 0.0050 -0.2259
C -1.10277 4.67827 4.39969 0.0576 -0.2285 -0.0955 -0.2228
C -1.12797 5.22642 2.97036 0.0496 -0.0709 0.0154 -0.2181
C 0.27370 5.52519 2.42753 -0.0837 -0.0200 -0.0424 -0.2090
C 0.94593 4.27959 1.83562 -0.0194 -0.0404 0.1049 -0.2165
C 0.68574 4.11495 0.33875 -0.1619 -0.2350 0.1454 -0.2140
C 1.52560 3.01718 -0.31017 0.1082 0.0301 0.0357 -0.2069
C 1.11144 1.61494 0.12936 -0.0509 -0.1097 0.1943 -0.2082
C 1.74054 0.48000 -0.67755 0.3940 0.1617 -0.1868 -0.1952
C 1.55819 0.55996 -2.19575 -0.1222 -0.1466 0.0954 -0.1725
C 0.08195 0.54503 -2.62370 0.0616 -0.0235 0.0449 -0.0870
C -0.27388 -0.59511 -3.59749 0.1315 0.0204 -0.0804 -0.3841
O 0.58162 -0.43758 -4.77493 -0.1614 -0.0502 0.2554 -0.0120
N 1.64493 -1.34559 -4.84796 -0.0361 -0.0289 0.0502 -0.0350
O 2.29885 -1.14470 -5.78861 -0.0099 0.0339 -0.0065 0.1164
C -0.00337 -1.93809 -2.89214 0.0946 0.0981 -0.0744 -0.0433
N -0.90424 -2.10701 -1.70054 0.0695 0.0043 0.0283 -0.0097
C -0.50685 -3.37057 -0.97519 0.1726 -0.1057 0.0572 -0.1387
C -0.80463 -3.31411 0.52166 -0.0214 0.1897 0.0118 -0.0444
C -2.38765 -1.88283 -2.06091 -0.1668 0.0189 -0.1320 -0.1721
C -3.37679 -2.96672 -1.63334 -0.0550 0.0910 -0.0412 -0.1873
N -3.78546 -2.85258 -0.23704 -0.2242 -0.2730 -0.0859 -0.1113
C -4.14546 -4.14872 0.34889 -0.0566 -0.0402 -0.0621 -0.1133
C -2.48241 -1.66174 -3.56945 0.0375 -0.0752 -0.0940 -0.1062
N -1.63341 -0.60297 -4.08981 -0.0701 0.1209 0.2996 -0.0081
C -2.31983 0.62589 -4.34281 0.0788 -0.1428 -0.2040 -0.3444
C -1.61036 1.61988 -5.23593 -0.1022 0.1285 0.0450 0.0020
F -2.67926 1.23994 -3.11243 0.0470 0.0105 -0.0171 -0.0205
H -6.30789 4.09817 7.25945 -0.0029 -0.0226 0.0173 0.0615
H -5.84205 4.99041 8.69528 0.0016 -0.0218 -0.0090 0.0661
H -6.37677 3.33014 8.84185 -0.0054 -0.0245 -0.0451 0.0642
H -3.65366 4.30335 8.40884 -0.0647 0.0263 -0.0197 0.0953
H -4.18023 2.66177 8.67137 0.1224 0.0621 0.0362 0.1006
H -4.09243 2.10844 6.45141 -0.1649 0.0606 -0.1722 0.1101
H -4.64513 3.68257 5.89898 0.0358 0.0524 0.0598 0.0965
H -1.85192 2.74465 6.54442 0.0848 0.1491 0.1147 0.1155
H -2.21915 4.44670 6.76716 -0.0504 0.0071 -0.0531 0.1037
H -3.20806 4.24629 4.30118 0.0529 0.0369 0.0211 0.1097
H -2.17279 2.83219 4.20326 -0.1206 0.0273 -0.0516 0.1129
H -0.18304 4.09502 4.52691 -0.0126 0.0454 0.1261 0.1124
H -1.05736 5.50235 5.11749 0.0616 0.0148 -0.0584 0.1145
H -1.75005 6.12327 2.92682 -0.0483 -0.0437 0.0307 0.1127
H -1.60772 4.48094 2.32360 -0.0070 0.0827 -0.0583 0.1058
H 0.89412 5.92761 3.23218 -0.0619 0.0687 -0.0011 0.1106
H 0.20854 6.29917 1.65777 0.1032 0.0093 0.0250 0.1053
H 0.55711 3.40022 2.36377 0.1084 -0.0072 0.0139 0.1041
H 2.02390 4.28833 2.02501 -0.0025 0.0936 -0.0980 0.1157
H -0.37155 3.85245 0.20203 -0.0038 0.1964 -0.1054 0.1124
H 0.85042 5.06552 -0.17414 0.0643 -0.0194 0.0313 0.1132
H 1.46566 3.12044 -1.39757 -0.0592 -0.0378 0.0306 0.1019
H 2.57716 3.16555 -0.03798 -0.0009 0.0157 -0.1365 0.1233
H 1.41557 1.47303 1.17036 -0.1041 0.0041 -0.0007 0.1161
H 0.01545 1.53934 0.13396 0.0219 0.0264 -0.1149 0.1082
H 2.81877 0.47156 -0.48695 -0.0412 -0.0835 0.1025 0.1144
H 1.37126 -0.49411 -0.31975 -0.0286 0.0410 0.0629 0.1036
H 2.05364 1.44706 -2.58843 -0.0282 -0.0153 0.0021 0.1182
H 2.09482 -0.28726 -2.63008 0.0403 0.0714 -0.0750 0.0835
H -0.55702 0.45010 -1.73802 -0.0544 0.0476 -0.0632 0.1090
H -0.21015 1.50118 -3.04430 -0.0156 -0.0177 -0.0777 0.1148
H 1.00704 -1.96525 -2.50267 0.1025 -0.0328 -0.0607 0.1128
H -0.12222 -2.80676 -3.53461 -0.1010 0.0384 -0.0825 0.1454
H -0.64432 -1.35364 -1.06132 -0.0861 0.0144 -0.0028 0.1485
H -0.94097 -4.21896 -1.50052 -0.1747 0.1057 0.0487 0.1294
H 0.56711 -3.44546 -1.12678 0.0756 -0.0616 -0.0870 0.1032
H 0.11732 -3.16184 1.08058 -0.0006 -0.0478 0.0031 0.0857
H -1.27563 -4.22892 0.87069 0.0867 -0.0135 0.0055 0.0701
H -1.48639 -2.50037 0.76987 -0.0681 -0.0821 -0.0453 0.0789
H -2.67700 -0.95884 -1.55871 0.1232 0.0162 0.0208 0.1580
H -4.23130 -2.82456 -2.30694 -0.0029 -0.1352 0.0038 0.1335
H -3.01675 -3.97613 -1.84432 0.1235 0.0770 0.0380 0.1230
H -4.63668 -2.30115 -0.21523 0.2083 0.2528 0.1079 0.1150
H -4.90934 -4.68693 -0.22607 -0.0007 0.0268 0.0280 0.0873
H -3.26807 -4.79215 0.40613 0.0120 0.0164 0.0308 0.0622
H -4.52210 -3.98978 1.35788 0.0380 -0.0303 -0.0065 0.0896
H -2.30404 -2.60619 -4.09649 0.0107 0.0208 0.0205 0.1435
H -3.51334 -1.38240 -3.77570 -0.0019 -0.0692 -0.0223 0.1362
H -3.26945 0.36050 -4.80818 -0.0373 0.0408 0.0823 0.1485
H -0.54159 1.69949 -5.06532 -0.0235 -0.0186 0.0158 0.0703
H -2.06958 2.59638 -5.08499 0.0015 -0.0181 -0.0161 0.0975
H -1.77047 1.33174 -6.27410 0.0894 -0.0457 0.0087 0.0977
C 2.79251 -4.37487 -5.05768 -0.0910 -0.0399 -0.0592 -0.0242
O 2.84714 -5.55083 -4.23716 0.1421 0.0726 0.0580 0.0282
C 2.82057 -5.30917 -2.93429 -0.0894 -0.0316 -0.0352 -0.6069
O 2.64959 -4.22039 -2.42274 -0.4146 -0.2554 -0.0570 0.0582
O 3.00205 -6.44617 -2.28304 -0.0102 0.0211 0.0149 0.0264
C 3.02910 -6.34147 -0.85302 -0.0080 -0.0077 -0.0013 -0.0137
H 2.74580 -4.71720 -6.08583 0.0384 -0.0902 0.0313 0.1052
H 1.90534 -3.80098 -4.81195 -0.0300 0.0477 -0.0213 0.0574
H 3.67606 -3.75808 -4.90583 0.0026 -0.0031 0.0217 0.1023
H 2.08176 -5.95315 -0.48030 0.0074 -0.0031 -0.0099 0.0889
H 3.84168 -5.69222 -0.53370 0.0020 0.0070 -0.0100 0.0976
H 3.18840 -7.35213 -0.49387 0.0031 0.0012 0.0041 0.1014
C 4.65993 -2.44654 -1.51668 0.1252 0.0111 -0.1436 -0.0442
O 6.06216 -2.19575 -1.42392 0.0660 0.1033 0.1796 0.0152
C 6.38138 -1.28205 -0.50123 -0.0444 -0.0345 -0.0895 -0.6220
O 5.58906 -0.68419 0.18459 0.0172 0.0174 0.0050 0.1109
O 7.69880 -1.14783 -0.47779 0.0108 0.0089 0.0196 0.0127
C 8.18819 -0.19030 0.47346 0.0207 -0.0129 -0.0188 -0.0250
H 4.52663 -3.17872 -2.30600 0.1840 0.2157 0.1308 0.0730
H 4.27658 -2.83917 -0.57573 -0.0079 -0.0015 -0.0039 0.0993
H 4.13552 -1.52148 -1.75902 -0.0797 -0.0379 -0.0188 0.0861
H 7.90185 -0.47893 1.48247 -0.0102 0.0041 0.0000 0.0981
H 7.79456 0.79922 0.25113 -0.0087 -0.0011 0.0046 0.0978
H 9.26726 -0.20446 0.36458 0.0001 0.0051 0.0049 0.0962
```
Forces are in eV/Å.